1.
C47H76F24O11 | ωB97M-V/def2-TZVPD

gap between HOMO and LUMO = 9.9 eV
HOMO = -9.241 eV
E_LUMO = 0.69 eV
SMILES string = FC(F)C(F)(F)COC(F)(F)C(F)F.FC(F)C(F)(F)COC(F)(F)C(F)F.FC(F)C(F)(F)COC(F)(F)C(F)F.C1CCOC1.C1CCOC1.C1CCOC1.C1CCOC1.C1CCOC1.C1CCOC1.C1CCOC1.C1CCOC1
total energy = -137708.539 eV

Each line ends with the Mulliken charge.
Cartesian coordinates (Å):
H  0.99905  3.64019  -1.85580  0.50
C  -0.01952  -1.66126  -4.54988  0.03
C  0.06095  3.17403  -1.56063  -0.46
F  3.70324  6.01748  1.60356  -0.32
H  3.22089  1.49911  -3.62518  -0.34
C  -4.64498  3.43808  -5.56548  1.15
C  4.54922  -5.83352  0.52588  -0.38
F  -1.03310  4.30821  3.72754  -0.42
H  -1.74264  -0.51064  9.11698  0.36
O  2.79959  -3.66718  -3.91238  -0.25
H  1.36887  -0.17247  -5.49050  0.28
H  -4.47932  -1.77876  -0.51198  -0.22
C  -4.94287  2.44721  -4.52316  -1.11
H  -1.11702  0.98052  -4.23955  -0.22
C  -0.64173  2.95884  3.61136  1.32
C  -4.91826  -2.57439  0.11658  -0.10
C  -0.67042  3.81027  -0.38804  1.38
C  0.50928  2.68102  4.61666  0.15
C  -1.67376  4.51238  -2.46260  -0.03
C  4.31240  1.21330  0.54842  0.17
F  -4.39146  1.67076  4.43834  -0.34
H  6.06793  1.96874  -3.91099  0.20
C  5.26415  1.59014  -3.28239  -0.51
H  -1.10561  -1.90975  -4.69092  0.32
H  2.52330  -5.62199  1.25377  0.19
H  -3.67387  -5.15693  1.90469  0.35
H  -1.42502  3.08554  0.09150  -0.57
H  0.03312  4.12791  0.36609  -0.23
H  3.26908  -3.15270  0.12185  -0.33
H  3.20340  -5.10239  -5.39476  0.32
F  0.16406  2.99052  5.88993  -0.33
O  3.77281  4.20262  2.87097  -0.43
H  5.09988  0.76040  -0.06879  0.11
H  0.35326  1.68120  -4.19465  0.48
C  -4.48055  -2.10689  1.49700  0.71
H  -3.12825  -3.73646  -0.23017  -0.04
H  -5.31264  1.57961  -4.92388  0.60
C  3.34253  3.15658  1.95936  -0.77
H  1.51138  -5.91677  -2.20871  0.33
H  0.04685  -1.35165  6.86662  0.23
F  -0.21739  2.76296  2.32928  0.32
H  3.28738  -0.65735  -2.90067  -0.50
C  -4.41201  -4.45932  1.47966  -0.67
C  -0.09074  -2.76684  2.45307  -0.47
H  -1.56621  -1.95743  8.35074  0.31
H  -1.27462  -1.63823  0.46805  -0.48
O  -2.89233  2.62676  3.11549  -0.35
C  4.09241  1.00564  -4.01883  0.07
C  3.54831  -5.50185  1.59706  -0.56
F  -5.97795  1.42932  2.16159  -0.28
H  5.46889  -1.51066  -2.26968  0.37
F  5.02436  3.46648  0.32530  -0.30
C  4.06103  -0.54681  -3.66841  0.38
H  4.72207  -3.94654  2.50200  0.31
C  -3.12277  -0.72255  7.39188  -0.52
H  2.75436  2.43904  2.46574  0.41
H  -1.53157  1.10757  3.72103  -0.57
H  -1.76258  1.28612  -2.40786  -1.71
O  -1.41223  -0.10300  5.90868  0.03
F  -2.39564  3.00769  -5.97260  -0.14
H  -3.48850  -1.67501  1.54208  -0.67
H  -2.44332  -1.96970  5.69325  0.20
C  -2.71197  0.88814  -2.04543  1.75
H  -0.07174  0.34166  7.33551  0.41
H  1.06815  -6.22936  -4.82046  0.54
F  0.78027  1.38818  4.55766  -0.15
C  0.17806  -1.34943  -3.04241  -0.02
H  -0.71847  5.88172  -1.10267  0.37
C  -5.06415  2.40440  2.29077  -0.03
F  -2.51281  -0.31631  -1.56239  -0.08
C  1.38020  -5.39184  -4.29019  -0.45
H  4.16934  -6.55542  -0.21045  0.28
H  -5.18407  -1.46768  1.96943  0.28
H  -1.50312  5.29205  -3.22692  0.42
H  -0.57393  -1.74142  -2.41305  0.24
F  -3.13639  1.59648  -0.90630  -0.06
H  4.34378  6.26961  4.38714  0.26
F  3.00165  7.54145  3.52395  -0.26
C  -0.25511  -1.32749  0.73094  0.14
H  4.91970  2.50629  -2.72968  0.25
C  5.43427  -0.69460  -2.95363  -0.63
F  -4.28228  4.63439  -5.07376  -0.27
H  -3.54652  3.76354  -7.39189  0.28
O  0.52998  -2.40221  1.20635  -0.21
F  4.10710  0.27003  1.52907  -0.29
C  2.38350  -4.46953  -5.02527  -0.72
C  -3.86648  0.85720  -3.04653  0.46
H  -1.52839  -1.40915  3.32045  -0.34
F  -3.87878  1.84579  -7.09698  -0.29
H  2.85104  -6.61913  -3.20749  0.37
H  -0.21698  -0.10519  -6.18955  0.44
O  -0.87235  3.33456  -2.68290  -0.44
C  3.31157  6.32003  3.94566  0.14
F  1.82963  5.28887  2.42878  -0.21
O  5.63226  0.55710  -2.33135  -0.42
H  4.01487  1.26233  -5.09231  0.44
C  3.13449  -4.51264  -2.80525  0.52
H  -3.88326  -1.45144  7.69540  0.36
F  2.50148  5.95234  4.90782  -0.21
F  -5.01622  0.56967  -2.38704  -0.30
F  -3.80425  -0.21406  -3.88414  -0.32
H  0.17586  -1.10219  3.88747  0.26
F  5.60957  2.49748  2.16943  -0.36
H  0.51517  -4.79055  -3.98461  0.11
H  0.58372  -3.41164  3.00724  0.41
H  -2.74289  4.17971  -2.63121  -0.23
H  -5.34262  -4.93829  1.53671  0.38
C  -0.07978  0.71989  -4.19099  -0.32
H  1.04453  -1.82533  -2.59128  -0.18
H  2.69214  -3.90938  -1.96943  -0.57
H  -6.00311  -2.60474  0.10490  0.34
C  -1.79283  2.14251  3.95743  -0.26
C  -2.65454  -0.90033  6.00174  -0.15
H  -1.19392  0.26514  1.75203  0.04
H  4.20845  -4.67784  -2.79528  0.32
H  -1.03353  -3.29015  2.20951  0.02
O  0.17827  0.10489  -2.95552  0.46
C  -1.73677  -0.91713  8.10813  -0.73
H  0.61920  0.17856  1.94701  -0.66
H  6.22073  -0.85777  -3.71086  0.27
C  -0.66622  -0.48648  7.07776  -0.65
H  -4.55441  -4.70837  -0.65018  0.49
H  -3.34381  -0.41613  5.29238  -0.04
H  -2.02585  2.30084  4.98886  0.55
H  3.63540  -6.01397  2.54596  0.42
H  -3.55647  0.32010  7.58268  0.24
O  -4.36946  -3.28191  2.30456  -0.55
C  3.83585  -4.03627  1.86161  -0.39
H  -2.32834  5.31475  -0.53501  0.29
H  3.87689  -1.19211  -4.50326  0.46
F  -5.79753  3.75736  -6.22628  -0.34
O  -3.85155  2.08579  -3.68412  -0.10
C  -3.60292  3.06346  -6.58446  0.01
C  4.20187  -3.49874  0.53847  0.47
F  3.21773  1.35989  -0.25165  -0.14
C  -0.33482  -0.35120  1.91559  1.15
C  2.23190  -5.74749  -3.01728  -0.75
C  -0.48065  -1.39065  3.07117  -0.13
C  3.14101  5.42761  2.69219  0.87
C  -3.96025  1.85060  3.14239  0.80
H  0.54795  -2.55761  -4.83270  -0.28
H  3.02526  -3.58272  2.48103  0.06
H  0.36991  2.09365  -1.46323  -0.17
H  -5.75182  2.94185  -3.96381  0.24
F  -4.60048  2.60962  1.06854  -0.08
C  4.58321  2.55111  1.25134  1.10
H  1.95783  -3.87178  -5.83628  0.34
C  0.34412  -0.28624  -5.29287  -1.12
H  5.55738  -6.16933  0.94986  0.23
H  2.67531  3.52150  1.14940  0.25
H  -5.45029  3.40588  2.64630  0.23
F  -3.58946  0.57817  2.74809  -0.03
C  -1.39141  5.01326  -1.03791  -0.86
C  -4.22828  -3.94666  0.04983  -0.32
H  0.24655  -0.94780  -0.18811  0.00
H  4.81896  -2.58730  0.54122  0.18
H  1.46958  3.14172  4.37030  -0.24
O  4.79044  -4.55335  -0.16922  -0.43

---

2.
C33H34BiN2O3Te | ωB97M-V/def2-TZVPD

⟨S²⟩ = 0.763
relative energy (zero: lowest compared OMol25 entry of this formula, charge and spin) = 0.303 eV
gap between HOMO and LUMO (spin up / spin down) = 5.0 / 4.6 eV
HOMO (spin up / spin down) = -0.951 / -0.585 eV
E_LUMO (spin up / spin down) = 4.01 / 4.01 eV
spin multiplicity = 2
total energy = -57026.532 eV
net charge = -2

Each line ends with the Löwdin spin population.
Cartesian coordinates (Å):
H  1.62891  2.49203  -7.01608  0.00
H  -2.42871  -4.49855  1.70630  0.00
C  0.60291  1.80510  -3.26419  0.11
C  1.47925  -1.24524  4.44189  0.00
H  5.73230  -0.10169  -0.31038  0.00
C  -2.42202  2.47716  2.62575  0.00
H  -0.63575  -5.93887  2.97507  0.00
C  -3.32761  4.50756  -2.91828  0.00
Te  -0.78494  -0.70855  1.95484  0.00
H  0.52856  1.61680  3.10124  0.00
H  1.77380  -3.01585  -0.79553  0.00
O  -5.21092  0.16191  -4.41780  0.00
H  2.03044  -1.37317  5.37493  0.00
C  1.11070  2.01901  2.26914  0.00
C  -3.93501  1.88215  -3.41837  0.00
O  -3.14449  2.89180  0.41123  0.00
C  -0.21358  -4.98344  3.27671  0.00
C  3.00997  1.21192  0.90026  0.00
C  -0.03500  -2.59298  2.91609  0.00
H  3.46718  2.17622  1.09723  0.00
H  -1.77154  3.62236  -1.70896  0.01
H  0.71999  -0.47436  4.58369  0.00
H  -5.51586  2.56760  -4.64774  0.00
C  -2.61357  3.45805  -2.36482  0.01
C  1.76530  0.93817  1.46586  0.00
H  1.88113  -3.63772  5.53419  0.00
H  1.00216  4.36821  -5.49588  0.00
H  0.38057  3.94491  -3.17354  0.01
C  1.77586  -1.20741  0.34360  0.00
C  0.99756  3.34453  -5.13085  0.00
C  3.65001  0.31397  0.06903  0.00
O  -3.40652  -0.40602  -3.18480  0.01
H  2.16448  -0.86203  3.68423  0.00
C  3.01656  -0.89190  -0.19376  0.00
Bi  -1.46980  0.53946  -1.31114  0.08
H  0.15913  -2.35950  -0.49151  0.00
C  1.15149  -0.28497  1.20142  0.00
C  1.34853  2.30489  -5.98707  0.00
H  1.85996  2.71247  2.65784  0.00
H  1.56569  0.16737  -6.10955  0.00
C  -4.39800  4.20191  -3.74355  0.00
C  0.95758  0.76303  -4.16092  0.03
C  -4.21414  0.38347  -3.71349  0.00
C  -2.35551  2.22951  1.12005  0.00
C  0.29904  1.57745  -1.88356  0.62
H  -1.43137  2.59800  3.06210  0.00
H  -1.73435  -3.10848  0.86986  0.00
H  2.09195  -6.31039  5.20709  0.00
C  1.31216  1.00959  -5.47133  0.00
H  5.32993  1.61824  -0.26411  0.00
C  0.63779  3.11112  -3.81620  0.02
H  0.61237  -7.07190  4.62260  0.00
C  -0.56265  -3.83503  2.55567  0.00
H  -2.88303  1.61597  3.11668  0.00
H  -3.04756  5.52466  -2.68464  0.00
C  0.65739  -4.93985  4.34785  0.00
N  -1.50038  1.31126  0.71055  0.07
H  0.60402  -6.16065  6.13127  0.00
H  -4.98831  4.99761  -4.18842  0.00
N  -2.92376  2.18702  -2.60915  0.02
H  -1.04043  -4.70868  0.64874  0.00
H  4.88272  0.64215  -1.66153  0.00
C  1.14872  -2.51397  -0.05634  0.00
C  1.18903  -3.70238  4.69901  0.00
H  -3.02734  3.36041  2.81730  0.00
H  3.48074  -1.60026  -0.87307  0.00
H  0.94783  -0.25571  -3.78860  0.00
H  1.01643  -3.17921  0.79901  0.00
C  4.97127  0.63647  -0.57400  0.00
H  0.41245  2.56472  1.63195  0.00
C  -1.49304  -4.03686  1.38273  0.00
C  0.85566  -2.54599  4.00671  0.00
C  -4.70500  2.88050  -4.00728  0.00
C  1.01063  -6.18511  5.11671  0.00